# 1
115
Properties=species:S:1:pos:R:3:forces:R:3:mulliken_charge:R:1 method="wB97M-V/def2-TZVPD" e_above_lowest_kj_mol=169.3 e_lumo_ev=-0.403 orbital_gap_ev=4.8
Pb 0.43052 -0.28154 -1.96823 0.5 0.1 0.4 1.1952
Se 1.20090 -3.03920 -1.72100 0.0 0.0 -0.1 -0.7430
Se 3.54674 -1.72822 -4.68320 0.2 0.1 0.2 -0.4881
Te 1.28067 -2.45868 -5.24012 -0.1 -0.1 0.0 -0.2026
Se -0.18708 -0.50313 -4.49782 -0.3 0.0 -0.2 -0.3704
N -2.39236 -2.39867 1.76812 -0.2 -0.2 0.0 0.2356
C -3.63392 -2.78439 1.21415 0.1 0.0 0.2 -0.3726
C -4.58827 -3.39296 2.01188 0.0 0.0 0.1 -0.6317
C -5.80626 -3.79352 1.46969 0.0 0.0 0.1 -0.6746
C -6.07051 -3.57615 0.12908 0.0 0.0 -0.1 -0.7152
C -5.11385 -2.95104 -0.66736 -0.1 0.0 0.0 -0.7305
C -3.90156 -2.56131 -0.12587 0.0 0.1 -0.1 1.0291
S -2.69930 -1.75899 -1.14298 0.0 0.0 -0.1 0.0030
N -1.46629 -1.29844 -0.07657 -0.2 0.3 -1.0 0.6534
C -1.44232 -1.63810 1.13731 0.2 -0.1 0.9 -0.3628
C -0.26845 -1.19114 1.98440 -0.7 -0.3 -0.1 0.5921
C -0.18477 -1.40666 3.35317 -0.1 -0.1 0.3 -0.8275
C 0.90230 -0.89912 4.04910 -0.2 -0.1 0.1 -1.2335
C 1.87103 -0.19918 3.36080 0.2 0.1 -0.1 -0.9840
C 1.71811 -0.07350 1.98855 -0.1 0.2 0.0 -0.2761
N 0.68007 -0.56437 1.32426 0.5 0.6 -0.3 1.0857
H -2.30957 -2.52918 2.75477 0.0 0.0 0.2 -0.0685
H -4.37891 -3.55484 3.06524 0.0 0.0 -0.1 0.4244
H -6.54163 -4.27721 2.10218 0.1 0.0 0.0 0.3924
H -7.01349 -3.88819 -0.30180 0.0 0.0 0.0 0.4089
H -5.31025 -2.76649 -1.71836 0.0 0.0 0.1 0.4791
H -0.93937 -1.94617 3.90689 0.0 0.0 0.0 0.5189
H 0.98251 -1.04773 5.11760 0.0 0.0 0.0 0.4779
H 2.72600 0.23394 3.86479 0.0 0.0 0.0 0.5873
H 2.46068 0.44946 1.38930 0.0 0.0 0.1 0.1367
C -2.97781 3.38499 -1.49128 0.1 -0.1 0.3 -1.4401
C -2.21478 3.92012 -0.27442 -0.1 -0.2 -0.2 -1.4393
As -1.15990 2.58727 0.73769 0.0 -0.2 0.0 1.5355
C -2.58904 1.82117 1.83619 -0.1 -0.1 0.0 0.3250
C -3.62786 1.16222 1.16626 0.1 0.0 0.2 -0.4191
C -4.66057 0.55798 1.87059 0.1 0.0 0.1 -0.9402
C -4.66009 0.57780 3.26307 0.0 0.0 -0.1 -0.6599
C -3.61614 1.19497 3.93893 0.0 0.0 -0.1 -0.9520
C -2.58798 1.81097 3.23034 0.0 -0.1 -0.1 -0.5125
C -0.34207 3.87181 1.95261 0.1 0.0 0.0 0.2773
C -1.01986 4.64978 2.89068 0.1 0.1 -0.1 -0.1819
C -0.33476 5.58293 3.65798 0.0 0.0 0.0 -0.7442
C 1.03478 5.75710 3.48943 0.0 -0.1 -0.1 -0.4733
C 1.71576 5.00235 2.54198 -0.1 0.0 0.1 -0.6150
C 1.02781 4.06323 1.78181 0.0 0.0 0.1 -0.6292
As -2.10442 1.90641 -2.49641 -0.1 0.1 0.0 0.6193
C -3.52970 1.62458 -3.79017 -0.1 0.0 0.0 0.2204
C -3.73124 0.33721 -4.28201 -0.1 0.1 -0.1 -0.4771
C -4.78816 0.07158 -5.14473 0.0 0.0 0.0 -0.9247
C -5.65608 1.08984 -5.51957 0.0 -0.1 0.0 -0.4818
C -5.45442 2.37900 -5.04293 0.0 0.0 0.0 -0.8114
C -4.39589 2.64390 -4.18385 0.0 -0.1 -0.1 0.0722
C -0.85663 3.01230 -3.50299 0.1 0.0 0.0 0.4597
C -1.03339 3.32683 -4.84615 0.0 0.0 0.0 -0.4174
C -0.09257 4.10013 -5.51175 0.1 0.0 0.0 -0.7102
C 1.03426 4.56477 -4.84434 0.0 0.0 0.0 -0.5226
C 1.22768 4.24053 -3.50761 -0.1 0.0 0.0 -0.9259
C 0.28837 3.46147 -2.84149 0.0 0.0 -0.2 -0.0635
H -3.13511 4.18976 -2.20117 0.0 0.2 -0.1 0.6680
H -3.95752 3.01283 -1.19652 -0.1 -0.1 0.0 0.6728
H -2.90069 4.40261 0.41843 -0.1 0.1 0.1 0.6928
H -1.48846 4.66912 -0.58595 0.1 0.0 0.0 0.5871
H -3.62185 1.09465 0.08575 0.0 0.0 -0.1 0.3022
H -5.45947 0.05820 1.33324 0.0 0.0 0.0 0.4608
H -5.46852 0.10937 3.81293 0.0 0.0 0.0 0.4191
H -3.59978 1.20313 5.02331 0.0 0.0 0.0 0.4234
H -1.77427 2.27279 3.77476 0.0 0.0 0.0 0.5596
H -2.09016 4.54117 3.01700 0.0 0.0 0.0 0.3810
H -0.87055 6.18122 4.38632 0.0 0.0 0.0 0.4005
H 1.56649 6.48568 4.08929 0.0 0.0 0.0 0.3819
H 2.78062 5.14291 2.39453 -0.1 0.0 0.0 0.4134
H 1.56260 3.47442 1.04340 0.0 0.0 0.0 0.3438
H -3.04380 -0.45129 -4.01564 0.0 -0.1 0.1 0.2377
H -4.92932 -0.93314 -5.52925 0.0 0.1 0.0 0.4403
H -6.48661 0.87988 -6.18430 0.1 0.0 0.0 0.3754
H -6.11802 3.18103 -5.34383 0.0 0.0 0.0 0.4060
H -4.24552 3.65548 -3.83230 0.0 0.0 0.0 0.2482
H -1.89441 2.94614 -5.38107 0.0 0.0 0.0 0.3566
H -0.23060 4.32831 -6.56285 0.0 0.0 0.1 0.4057
H 1.76559 5.16793 -5.36832 0.0 0.0 0.0 0.3916
H 2.11556 4.57848 -2.98455 0.0 0.0 0.0 0.4434
H 0.46200 3.18623 -1.80848 0.0 0.0 0.1 0.2574
C 4.21085 -6.91811 2.40438 0.1 -0.3 0.0 -0.9829
Si 3.91051 -5.09838 2.18628 -0.1 0.1 -0.1 0.0969
C 5.48728 -4.11613 2.33406 0.2 0.1 0.0 -0.7909
C 2.69952 -4.48566 3.46594 -0.2 0.1 0.2 -0.6809
C 3.15681 -4.78586 0.48420 0.0 0.0 0.1 -0.9392
Te 2.80348 -2.71362 0.12844 0.0 -0.3 -0.1 0.4865
C 4.58286 -2.39183 -0.95334 0.1 -0.2 -0.3 -0.3961
Si 5.31467 -0.66657 -0.85256 0.0 0.0 0.0 0.0171
C 6.81535 -0.67633 -1.93995 0.2 0.0 -0.1 -1.0254
C 5.76558 -0.29378 0.92264 0.2 0.0 0.3 -0.8281
C 4.10664 0.62793 -1.41103 -0.2 0.2 -0.2 0.0724
H 4.68625 -7.12176 3.37216 -0.1 0.0 -0.2 0.2974
H 4.86350 -7.31219 1.61735 -0.1 0.0 0.1 0.3146
H 3.26519 -7.47055 2.36965 0.1 0.0 0.0 0.3029
H 5.96856 -4.29620 3.30195 0.0 0.0 -0.1 0.4434
H 5.28514 -3.04092 2.26150 0.1 -0.1 0.0 0.0753
H 6.20525 -4.37907 1.54880 -0.1 0.0 0.1 0.3160
H 3.07857 -4.67375 4.47739 -0.1 0.0 -0.1 0.4093
H 1.72914 -4.98868 3.37177 0.1 0.1 0.0 0.3157
H 2.53221 -3.40550 3.36910 0.0 -0.1 0.0 -0.0221
H 2.17217 -5.25292 0.39702 0.0 0.0 0.0 0.5515
H 3.77687 -5.12836 -0.34735 -0.1 0.0 0.0 0.5423
H 4.33273 -2.61984 -2.00709 0.0 0.0 0.2 0.3353
H 5.30524 -3.12598 -0.57515 -0.1 0.1 0.0 0.3895
H 7.55326 -1.41166 -1.59857 -0.1 0.1 -0.1 0.2893
H 7.29912 0.30718 -1.96512 -0.1 -0.1 0.0 0.2990
H 6.51455 -0.93854 -2.95881 0.1 0.0 0.0 0.2792
H 6.54415 -0.96818 1.30194 -0.1 0.1 0.0 0.3210
H 4.89604 -0.36818 1.59087 0.1 0.0 -0.1 0.0933
H 6.15015 0.73169 0.99414 0.0 -0.1 0.0 0.3511
H 3.74322 0.40187 -2.42332 0.0 0.0 0.1 0.1250
H 4.61049 1.60275 -1.44699 -0.1 -0.1 0.0 0.3538
H 3.24982 0.72165 -0.73091 0.1 0.0 -0.1 -0.3876

***

# 2
116
Properties=species:S:1:pos:R:3:forces:R:3:mulliken_charge:R:1 method="wB97M-V/def2-TZVPD" e_above_lowest_kj_mol=0.0 total_charge=+1 e_lumo_ev="-2.135 / -3.631" orbital_gap_ev="8.2 / 7.0" multiplicity=2
Bi 0.36343 0.22803 0.68440 -0.2 -0.1 -0.1 2.5025
C 0.26409 -3.55378 1.73647 0.0 0.1 0.1 -0.5489
C -0.70313 -3.29459 0.77899 0.0 0.0 0.2 0.1969
C 0.03241 -3.04510 -0.51129 0.2 -0.1 -0.2 -0.2638
C 1.36997 -3.11493 -0.21028 0.0 0.1 -0.2 -0.4669
C 1.54964 -3.49906 1.15673 -0.2 0.0 0.2 -0.3549
C 2.83940 -3.99443 1.73798 0.2 0.0 0.0 2.0912
C 3.98814 -3.02715 1.41644 -0.1 0.0 0.0 -1.4527
C 3.12758 -5.35722 1.06965 0.0 0.1 0.0 -1.7517
C 2.74871 -4.22503 3.24951 -0.1 0.0 -0.1 -1.7998
C -0.45892 -2.95122 -1.95184 -0.1 0.1 -0.2 2.8008
C -1.08578 -1.58302 -2.26457 0.0 -0.1 0.1 -1.2692
C 0.70209 -3.14869 -2.94062 0.0 0.0 0.1 -2.1389
C -1.45367 -4.08058 -2.26671 0.0 0.0 0.1 -1.8224
C -2.18146 -3.39498 1.12256 -0.2 -0.1 0.0 2.7266
C -2.40828 -3.03569 2.60553 0.0 0.0 -0.1 -1.9146
C -2.63259 -4.86129 0.94947 0.0 0.1 0.0 -1.7462
C -3.09543 -2.47828 0.30071 0.0 0.0 0.1 -1.8640
H 0.07197 -3.82290 2.76260 0.0 0.0 0.0 0.5349
H 2.18247 -3.01589 -0.91198 0.0 -0.1 -0.1 0.7159
H 4.03134 -2.80295 0.34992 0.0 0.0 0.0 0.2973
H 4.93964 -3.47793 1.70343 0.0 0.0 0.0 0.5182
H 3.87496 -2.08879 1.96222 0.0 0.0 0.0 0.0777
H 3.26923 -5.24873 -0.00665 0.0 0.0 0.0 0.3431
H 2.29879 -6.04662 1.23739 0.0 0.0 0.0 0.3774
H 4.03406 -5.78903 1.49723 0.0 0.0 0.0 0.4689
H 2.41197 -3.33369 3.77776 0.1 -0.1 0.0 0.2140
H 3.73073 -4.49763 3.63764 0.0 0.0 0.0 0.4426
H 2.06085 -5.04141 3.47544 0.0 0.0 0.0 0.3594
H -0.31139 -0.81129 -2.30483 0.0 0.0 0.0 -0.0349
H -1.82672 -1.27613 -1.52950 0.0 0.0 -0.1 -0.4542
H -1.57510 -1.60800 -3.24072 0.0 0.1 0.0 0.6856
H 1.45984 -2.36967 -2.86250 0.0 0.0 0.0 0.2912
H 0.30946 -3.11855 -3.95791 0.0 0.0 0.0 0.4043
H 1.18780 -4.11392 -2.79299 0.0 0.0 0.0 0.4584
H -2.38875 -3.98308 -1.72399 0.1 -0.1 -0.1 0.3177
H -1.01288 -5.04896 -2.02287 0.0 0.0 0.0 0.3578
H -1.68930 -4.06943 -3.33176 0.0 0.0 0.0 0.5057
H -1.97346 -3.77679 3.27433 0.0 0.0 0.0 0.4178
H -3.48106 -3.02136 2.80732 0.0 0.0 0.0 0.4685
H -1.99529 -2.05584 2.85249 0.0 0.0 0.0 0.2201
H -2.01339 -5.51819 1.56099 0.0 0.0 0.0 0.3499
H -2.56038 -5.19450 -0.08414 0.0 0.0 0.0 0.2563
H -3.67199 -4.96494 1.26849 0.0 0.0 0.0 0.4867
H -2.76254 -1.44038 0.34366 0.0 0.1 0.0 -0.0316
H -4.10645 -2.53197 0.71003 0.0 0.0 0.0 0.6829
H -3.16344 -2.76905 -0.74364 0.0 0.1 0.1 0.1154
C 0.49376 4.53994 1.59048 0.0 0.0 0.0 -1.5300
C -0.17839 3.33055 1.50863 0.1 0.1 0.0 -0.2061
N 0.70234 2.32661 1.47189 0.0 0.2 0.0 -0.3571
N 1.93756 2.86531 1.53270 0.1 0.1 0.0 0.7675
C 1.83594 4.19628 1.59958 -0.2 0.1 -0.1 0.0830
B 3.23589 1.99613 1.55884 -0.2 0.0 0.0 0.2692
N 3.37799 1.32402 0.16966 0.3 0.2 -0.1 0.4870
C 4.33493 1.40552 -0.76506 -0.1 -0.1 -0.1 0.1508
C 3.96247 0.63506 -1.85395 0.0 0.0 0.0 -1.7187
C 2.73036 0.11095 -1.51035 0.0 0.0 0.0 -0.6927
N 2.38683 0.52161 -0.28810 0.0 0.1 0.0 0.4187
N 2.99073 0.87290 2.59601 0.3 -0.1 0.1 0.2107
C 3.74914 0.45399 3.62349 -0.1 -0.1 0.2 0.0586
C 3.11444 -0.61281 4.23012 0.0 0.0 0.0 -1.4115
C 1.95454 -0.80323 3.48039 0.0 0.2 0.0 -0.8691
N 1.89767 0.09673 2.50266 0.0 -0.3 0.2 0.0540
N 4.37884 2.86758 2.01376 0.0 0.0 0.2 0.2814
C 4.44099 3.48207 3.23188 0.0 0.0 0.0 -0.3650
C 5.51418 4.32919 3.22209 0.1 0.0 0.0 -1.0266
C 6.06182 4.17959 1.93199 0.0 0.0 0.0 -0.3241
N 5.37535 3.31421 1.21549 0.0 -0.1 -0.3 -1.0880
H 0.06987 5.52696 1.64295 0.0 0.0 0.0 0.4509
H -1.23371 3.12930 1.48242 -0.1 0.0 -0.1 0.3138
H 2.70851 4.82613 1.64152 0.0 -0.1 0.0 0.5016
H 5.20753 2.00546 -0.58690 0.0 0.1 0.1 0.5930
H 4.50541 0.48695 -2.77011 0.0 0.0 0.0 0.5236
H 2.07547 -0.52892 -2.07829 0.0 0.0 0.0 0.3781
H 4.67785 0.93818 3.87390 0.0 0.0 -0.1 0.6174
H 3.45822 -1.17916 5.07770 0.0 0.0 0.0 0.4607
H 1.15715 -1.52268 3.58269 0.0 0.0 0.0 0.7492
H 3.71921 3.28051 4.00758 0.0 0.0 0.0 0.5898
H 5.86798 4.96332 4.01629 -0.1 0.0 0.0 0.4633
H 6.92177 4.67081 1.50582 0.0 0.0 0.0 0.4775
C -4.24747 0.77163 2.09381 -0.3 -0.1 -0.2 -1.2325
C -2.81191 0.72690 2.21490 0.4 0.0 0.1 0.7662
N -1.66770 0.69185 2.31151 -0.2 0.0 0.1 -0.8277
H -4.48171 0.95193 1.04356 0.0 0.0 0.0 0.2404
H -4.66350 1.56090 2.71767 0.0 0.0 0.0 0.4542
H -4.66909 -0.18751 2.39329 0.0 0.0 0.0 0.2979
O 1.30417 2.98952 -1.52065 0.0 -0.2 0.0 -0.6389
C 0.16528 2.60982 -1.68599 0.1 0.2 0.2 -0.8053
N -0.72541 3.09611 -2.59378 -0.2 -0.1 -0.1 0.0929
C -2.08742 2.64633 -2.34043 -0.1 0.2 0.0 3.4990
C -1.80622 1.59983 -1.24654 0.1 -0.3 0.0 -0.8668
O -2.63938 0.86058 -0.74470 -0.1 0.1 0.1 -0.8019
N -0.48579 1.60408 -0.94286 0.0 0.0 -0.3 0.5057
C -2.71940 1.96060 -3.54653 0.0 0.0 0.0 -0.5937
C -4.09992 1.94122 -3.71303 0.0 -0.1 0.0 -0.3247
C -4.66366 1.27727 -4.79254 0.0 0.0 0.0 -0.9426
C -3.85450 0.62966 -5.71391 0.0 -0.1 0.0 -0.5407
C -2.47767 0.64217 -5.54873 0.0 0.0 0.0 -0.8431
C -1.91206 1.30431 -4.46967 0.0 0.0 0.0 -0.2639
C -2.92743 3.81459 -1.82338 0.1 -0.1 0.0 -0.6426
C -3.51072 3.83306 -0.56461 0.0 0.0 0.0 0.4488
C -4.20200 4.95787 -0.12917 0.0 0.0 0.0 -1.0900
C -4.31417 6.06903 -0.94709 0.0 0.0 0.0 -0.4867
C -3.75058 6.04791 -2.21658 0.0 0.0 -0.1 -0.9773
C -3.06716 4.92617 -2.65248 0.0 0.0 0.0 -0.0316
H -0.51717 3.92705 -3.12090 0.1 0.1 0.1 0.3382
H -4.73824 2.44688 -3.00047 0.0 0.0 0.0 0.5126
H -5.73880 1.27512 -4.91578 0.0 0.0 0.0 0.4347
H -4.29679 0.11447 -6.55647 0.0 0.0 0.0 0.4316
H -1.83992 0.14007 -6.26512 0.0 0.0 0.0 0.4568
H -0.83624 1.32406 -4.34377 0.0 0.0 0.0 0.4170
H -3.44436 2.95862 0.06968 0.0 0.0 0.0 0.1746
H -4.65810 4.96072 0.85306 0.0 0.0 0.0 0.4751
H -4.84724 6.94656 -0.60620 0.0 0.0 0.0 0.4142
H -3.84723 6.90417 -2.87114 0.0 0.0 0.0 0.4302
H -2.65025 4.90202 -3.65343 0.0 0.0 0.0 0.4378